The following is a quantum chemistry calculation of C6H6O in the gas phase, from the Open Molecules 2025 dataset.

Geometry as XYZ:
```
13
Properties=species:S:1:pos:R:3:forces:R:3
O -0.7625 -1.7240 0.4811 0.0778 -0.2222 0.0632
C -0.2415 -0.3713 1.0450 0.0582 0.0995 0.3686
C 1.0003 -0.5942 0.1209 0.0875 0.2653 -0.0758
C 1.3363 0.8443 -0.2719 0.0749 0.1674 -0.0464
C 0.1756 1.4979 -0.4002 0.0452 -0.0132 -0.0032
C -0.8869 0.4408 -0.0814 -0.1006 0.0898 -0.0205
C -0.3055 -0.8309 -0.7059 0.0348 -0.0987 -0.3779
H -0.3531 -0.2811 2.1289 0.0812 0.0043 -0.1676
H 0.1610 -2.1738 0.5655 -0.4683 -0.1369 0.0538
H 2.3380 1.2349 -0.4162 -0.1882 0.0018 0.0127
H -0.0218 2.5305 -0.6686 0.0272 -0.1478 0.0428
H -1.9499 0.7072 -0.1119 0.1852 -0.0914 0.0155
H -0.4900 -1.2803 -1.6853 0.0850 0.0821 0.1347
```
Positions in Å, forces in eV/Å.

LUMO level: 0.9156 eV
Highest occupied orbital energy: -7.7 eV
Relative energy (zero: lowest compared OMol25 entry of this formula, charge and spin): 674.5 kJ/mol
Kohn-Sham gap: 8.59 eV